Record 1
{
  "formula": "C24H27F4GeN4O3Zn",
  "method": "ωB97M-V/def2-TZVPD",
  "symbols": ["Ge", "Zn", "F", "F", "F", "F", "O", "O", "O", "N", "N", "N", "N", "C", "C", "C", "C", "C", "C", "C", "C", "C", "C", "C", "C", "C", "C", "C", "C", "C", "C", "C", "C", "C", "C", "C", "C", "H", "H", "H", "H", "H", "H", "H", "H", "H", "H", "H", "H", "H", "H", "H", "H", "H", "H", "H", "H", "H", "H", "H", "H", "H", "H", "H"],
  "coordinates": [[1.76, 2.73, 0.62], [0.32, 0.79, -0.20], [-5.28, -6.20, -0.75], [-0.56, -5.91, -0.22], [-5.41, -3.58, -0.97], [-0.72, -3.29, -0.45], [1.07, 2.55, -1.04], [2.18, 0.95, 0.59], [0.16, 2.26, 1.30], [-5.23, -0.49, -1.16], [-1.18, -0.32, -0.72], [-4.85, -9.19, -0.54], [-0.65, -8.90, -0.15], [-2.85, -7.57, -0.41], [4.14, 0.57, -0.79], [-3.13, -1.96, -0.86], [1.07, 2.51, -3.42], [-3.07, -3.33, -0.73], [-2.92, -6.21, -0.49], [-4.32, -1.18, -1.06], [3.51, 0.30, 0.56], [-1.62, -8.29, -0.25], [-0.33, 4.16, 2.70], [-4.17, -5.50, -0.68], [-0.56, 2.67, 2.53], [4.31, 0.90, 1.70], [-3.99, -8.43, -0.49], [3.23, -1.18, 0.78], [-2.02, 2.35, 2.26], [-1.83, -4.03, -0.53], [1.04, 3.44, -2.23], [2.28, 4.31, -2.15], [-1.74, -5.36, -0.41], [-0.24, 4.25, -2.16], [-2.00, -1.12, -0.80], [0.00, 1.86, 3.68], [-4.24, -4.16, -0.79], [2.26, 4.93, -1.25], [-0.32, 4.90, -3.03], [-0.71, 4.71, 1.84], [0.20, 1.85, -3.43], [1.06, 2.09, 3.85], [3.19, 3.71, -2.17], [4.16, -1.74, 0.73], [-0.54, 2.09, 4.60], [-2.63, 2.69, 3.10], [5.28, 0.41, 1.78], [0.74, 4.37, 2.83], [-0.83, 4.52, 3.59], [-1.11, 3.60, -2.15], [-2.37, 2.86, 1.36], [2.32, 4.99, -3.01], [-0.26, 4.88, -1.27], [3.55, 0.15, -1.60], [2.77, -1.35, 1.75], [3.79, 0.77, 2.65], [5.14, 0.12, -0.83], [4.26, 1.64, -0.96], [-0.09, 0.79, 3.49], [1.04, 3.09, -4.35], [2.58, -1.57, -0.01], [4.50, 1.96, 1.53], [1.98, 1.90, -3.43], [-2.17, 1.28, 2.15]],
  "mol_weight_da": 633.5,
  "charge": 2,
  "orbital_gap_ev": [6.15, 4.78],
  "e_tot_ha": -5630.5346,
  "homo_ha": [-0.5344, -0.5344],
  "lumo_energy_ev": [-8.3891, -9.7609],
  "multiplicity": 2,
  "relative_energy_ev": 0.000
}



Record 2
{
  "formula": "C24H27F4N4O3S4Ti",
  "method": "ωB97M-V/def2-TZVPD",
  "symbols": ["Ti", "S", "S", "S", "S", "F", "F", "F", "F", "O", "O", "O", "N", "N", "N", "N", "C", "C", "C", "C", "C", "C", "C", "C", "C", "C", "C", "C", "C", "C", "C", "C", "C", "C", "C", "C", "C", "C", "C", "C", "H", "H", "H", "H", "H", "H", "H", "H", "H", "H", "H", "H", "H", "H", "H", "H", "H", "H", "H", "H", "H", "H", "H", "H", "H", "H", "H"],
  "coordinates": [[-0.11, 0.25, 0.00], [-2.69, 3.15, -0.97], [3.87, 0.51, 1.21], [3.87, -2.10, -0.07], [0.11, 2.16, -1.59], [-3.87, -4.24, 2.96], [-1.39, -3.32, 3.15], [-4.94, -1.07, -0.33], [-2.43, 0.01, -0.07], [-0.47, -0.79, -1.50], [-1.17, 3.81, -3.01], [2.66, -2.92, -3.30], [1.77, -1.13, -1.53], [0.23, 1.38, 1.96], [-0.59, -1.04, 1.43], [1.77, -0.40, -0.35], [-4.05, -1.63, 0.51], [0.52, -1.82, -3.44], [-1.17, 1.74, 2.27], [4.60, -2.13, 1.60], [0.27, -2.86, -6.02], [1.39, -3.15, -5.26], [-0.60, -1.53, -4.23], [1.54, -2.63, -3.98], [-1.79, -1.64, 1.47], [0.67, 3.87, 1.44], [-1.41, 2.56, 3.55], [-4.45, -2.70, 1.29], [-2.23, -2.72, 2.28], [-1.29, 3.10, -1.86], [4.98, -0.72, 2.01], [-3.52, -3.21, 2.18], [2.87, -0.70, 0.38], [-2.79, -1.12, 0.61], [-0.73, -2.04, -5.51], [0.59, -1.24, -2.09], [0.37, -1.09, 2.50], [0.72, 0.36, 2.93], [-2.24, 4.63, -3.44], [1.11, 2.58, 2.12], [2.09, 2.31, 1.74], [-1.91, 5.11, -4.36], [1.33, 4.67, 1.79], [1.79, 0.46, 3.02], [-2.49, 2.65, 3.68], [-1.73, 0.81, 2.37], [-1.00, 2.07, 4.43], [-5.44, -3.12, 1.22], [1.28, -1.59, 2.15], [0.28, 0.56, 3.91], [0.77, 3.79, 0.36], [4.91, -0.58, 3.09], [0.01, -1.63, 3.38], [-1.58, 2.28, 1.42], [2.67, -2.36, -2.49], [5.48, -2.78, 1.57], [3.87, -2.56, 2.28], [5.99, -0.46, 1.69], [-2.48, 5.38, -2.69], [-1.59, -1.79, -6.11], [1.22, 2.78, 3.19], [-3.14, 4.04, -3.62], [0.19, -3.27, -7.02], [-1.36, -0.88, -3.81], [2.19, -3.77, -5.65], [-0.35, 4.15, 1.66], [-0.99, 3.56, 3.48]],
  "mol_weight_da": 671.6,
  "charge": -1,
  "orbital_gap_ev": [5.23, 7.22],
  "e_tot_ha": -4217.2621,
  "homo_ha": [-0.1056, -0.1822],
  "lumo_energy_ev": [2.3610, 2.2636],
  "multiplicity": 3,
  "relative_energy_ev": 0.950
}



Record 3
{
  "formula": "C24H27GeN3O5Ti",
  "method": "ωB97M-V/def2-TZVPD",
  "symbols": ["Ge", "Ti", "O", "O", "O", "O", "O", "N", "N", "N", "C", "C", "C", "C", "C", "C", "C", "C", "C", "C", "C", "C", "C", "C", "C", "C", "C", "C", "C", "C", "C", "C", "C", "C", "H", "H", "H", "H", "H", "H", "H", "H", "H", "H", "H", "H", "H", "H", "H", "H", "H", "H", "H", "H", "H", "H", "H", "H", "H", "H", "H"],
  "coordinates": [[0.36, 2.32, 1.21], [0.36, -0.15, 0.44], [1.48, -0.43, 4.03], [0.22, -0.43, 2.16], [-1.11, -0.73, -0.31], [4.33, -0.87, 4.53], [5.99, -1.00, 3.05], [4.41, -0.98, 0.88], [-3.15, -1.60, 0.01], [2.28, -0.64, 0.54], [-1.52, 2.80, 0.85], [-4.16, -2.65, 0.03], [3.65, -1.04, -1.50], [2.60, 3.59, -0.30], [-3.41, 2.80, -0.64], [1.64, 2.57, -0.32], [3.45, -0.88, -0.05], [-1.88, -1.77, -0.20], [4.83, -0.91, 3.33], [1.38, -0.49, 2.84], [-1.29, -3.13, -0.36], [2.16, 2.11, -2.62], [2.53, -0.63, 1.92], [-3.48, 4.07, 1.42], [-2.13, 2.37, -0.34], [-4.27, -3.35, -1.33], [3.87, -0.84, 2.13], [-3.20, -4.40, -1.55], [-1.78, -3.84, -1.65], [1.45, 1.81, -1.48], [-4.09, 3.62, 0.25], [-2.20, 3.63, 1.74], [3.31, 3.88, -1.45], [3.08, 3.15, -2.61], [4.04, 4.67, -1.45], [4.26, -0.23, -1.92], [2.75, 4.18, 0.60], [-3.41, -4.92, -2.49], [5.41, -1.15, 0.76], [-1.10, -4.66, -1.85], [3.37, -0.80, 4.66], [-0.19, -3.04, -0.38], [-1.71, -3.15, -2.50], [-4.01, 4.72, 2.09], [-4.24, -2.60, -2.13], [0.66, 1.01, -1.49], [-5.25, -3.83, -1.37], [3.63, 3.39, -3.51], [0.88, 2.95, 2.51], [-3.50, -0.65, 0.12], [-3.92, -3.38, 0.80], [-1.59, -3.74, 0.50], [-1.58, 1.74, -1.04], [-5.11, -2.18, 0.29], [1.99, 1.56, -3.54], [2.70, -1.08, -2.04], [-1.73, 3.97, 2.65], [-5.11, 3.91, 0.04], [4.20, -1.96, -1.70], [-3.88, 2.48, -1.55], [-3.24, -5.15, -0.76]],
  "mol_weight_da": 558.0,
  "charge": 3,
  "orbital_gap_ev": [7.07, 5.28],
  "e_tot_ha": -4396.6584,
  "homo_ha": [-0.6678, -0.6574],
  "lumo_energy_ev": [-11.1034, -12.6054],
  "multiplicity": 2,
  "relative_energy_ev": 4.038
}



Record 4
{
  "formula": "C24H27InN6O6S3Se2",
  "method": "ωB97M-V/def2-TZVPD",
  "symbols": ["In", "Se", "Se", "S", "S", "S", "O", "O", "O", "O", "O", "O", "N", "N", "N", "N", "N", "N", "C", "C", "C", "C", "C", "C", "C", "C", "C", "C", "C", "C", "C", "C", "C", "C", "C", "C", "C", "C", "C", "C", "C", "C", "H", "H", "H", "H", "H", "H", "H", "H", "H", "H", "H", "H", "H", "H", "H", "H", "H", "H", "H", "H", "H", "H", "H", "H", "H", "H", "H"],
  "coordinates": [[-0.78, -1.94, -0.33], [0.10, -1.54, 3.22], [3.06, -1.46, 0.45], [-2.57, -3.08, 1.29], [-1.02, 4.76, 2.33], [-3.49, -3.30, -0.61], [-2.39, -2.69, -1.44], [-1.31, 5.10, 3.70], [0.27, 3.85, 2.34], [-4.69, -2.48, -0.65], [-0.83, 5.78, 1.34], [-3.65, -4.71, -0.84], [0.25, -3.71, -0.94], [0.17, -1.38, -2.42], [0.22, 0.40, -0.67], [0.64, 2.64, -0.05], [0.27, -0.21, -2.96], [-3.55, 0.24, -0.23], [0.78, 3.02, -1.35], [-3.31, 2.67, -0.19], [0.60, -3.71, -2.28], [0.80, -5.99, -0.69], [0.70, 2.08, -2.39], [-2.40, 2.44, 2.44], [0.55, 0.09, 4.28], [0.41, 1.39, 0.20], [0.78, 2.59, -3.72], [0.36, 0.73, -2.01], [-2.82, 3.79, 0.45], [2.96, -1.73, 2.41], [-2.24, 3.65, 1.73], [0.17, -4.86, -0.24], [-3.27, 1.39, 0.43], [1.19, -4.87, -2.81], [4.47, -0.09, 0.40], [0.96, 4.40, -1.64], [1.78, -2.57, 2.81], [0.94, 3.92, -3.98], [1.00, 4.83, -2.94], [-2.84, 1.30, 1.78], [1.31, -5.97, -2.01], [0.46, -2.51, -3.03], [-2.14, 2.40, 3.52], [4.71, 0.15, 1.42], [-2.87, 4.78, -0.04], [-3.82, -0.58, 0.29], [1.02, 4.25, -5.02], [0.79, -6.90, -0.11], [-3.83, 0.28, -1.21], [-0.42, -4.86, 0.69], [1.58, -0.08, 4.65], [4.06, 0.76, -0.16], [-3.59, 2.69, -1.22], [0.48, 3.58, 1.40], [2.96, -0.76, 2.89], [1.47, -4.85, -3.87], [0.47, 0.96, 3.64], [1.80, -6.89, -2.40], [-0.16, 0.15, 5.10], [-2.94, 0.36, 2.30], [1.46, -3.27, 2.02], [3.89, -2.29, 2.64], [5.31, -0.54, -0.10], [0.72, -2.47, -4.09], [1.08, 5.91, -3.19], [1.02, 5.10, -0.80], [0.71, 1.88, -4.56], [1.96, -3.13, 3.76], [0.24, 1.09, 1.26]],
  "mol_weight_da": 864.5,
  "orbital_gap_ev": 6.20,
  "e_tot_ha": -7898.2882,
  "homo_ha": -0.2940,
  "lumo_energy_ev": -1.8038,
  "multiplicity": 1,
  "relative_energy_ev": 0.000
}